[1]
# C3H8N2O

The molecule C3H8N2O (wB97M-V/def2-TZVPD, the Open Molecules 2025 dataset).

The geometry in XYZ format:
```
14
Properties=species:S:1:pos:R:3:forces:R:3:nbo_charge:R:1
N -1.798 1.831 0.622 -0.2 0.5 -0.2 -0.85
C -0.618 0.993 0.744 0.0 -0.1 0.5 -0.20
C -0.188 0.393 -0.587 0.2 -0.2 0.0 -0.51
C 0.817 -0.730 -0.407 0.2 0.2 -0.1 0.68
N 0.332 -1.887 0.122 0.1 0.0 0.0 -0.83
O 1.992 -0.610 -0.693 -0.1 0.0 0.0 -0.61
H -2.163 1.876 -0.317 0.0 0.0 -0.1 0.36
H -2.558 1.617 1.246 0.1 -0.2 0.1 0.37
H -0.787 0.194 1.476 -0.1 0.0 -0.1 0.17
H 0.206 1.586 1.156 0.1 -0.1 -0.1 0.19
H -1.062 0.002 -1.105 -0.2 -0.1 -0.1 0.21
H 0.285 1.142 -1.215 0.0 0.1 -0.1 0.24
H 1.010 -2.604 0.307 -0.1 -0.1 0.0 0.41
H -0.630 -2.026 0.369 0.0 0.0 0.0 0.39
```
Positions in Å, forces in eV/Å.

## Properties
- Orbital gap: 0.370 hartree
- SMILES: NCCC(N)=O
- LUMO energy: 0.824 eV
- Energy relative to the best compared isomer or geometry (same formula, charge and spin): 12.2 kcal per mole

[2]
# C3H8N2O

A cluster of 2 separate species, C3H8N2O in total in a non-equilibrium geometry (wB97M-V/def2-TZVPD, the Open Molecules 2025 dataset).

The geometry in XYZ format:
```
14
Properties=species:S:1:pos:R:3:forces:R:3:nbo_charge:R:1
C 2.582 0.144 -0.364 2.9 -0.2 1.6 0.27
C -1.039 -1.224 -0.261 -1.8 0.6 -0.1 -0.47
C -1.335 0.926 0.678 2.0 2.4 2.2 -0.48
N 0.185 0.652 -1.080 0.2 0.1 -1.5 -0.29
N -0.685 0.184 -0.410 0.3 1.2 1.7 -0.06
O 2.152 -0.394 0.636 -1.1 -0.2 -1.3 -0.55
H 2.363 -0.096 -1.463 -0.1 0.4 1.6 0.17
H -2.148 -1.219 0.084 2.0 -0.8 -0.8 0.20
H -0.778 -1.665 -1.196 -0.4 -0.7 -0.6 0.23
H -0.328 -1.522 0.470 0.2 -0.9 1.0 0.23
H -2.339 0.774 0.531 -2.6 -0.1 0.1 0.19
H -1.036 0.634 1.740 -0.2 -0.4 -1.6 0.22
H -1.109 2.033 0.677 -0.1 -1.3 -0.6 0.23
H 3.516 0.773 -0.042 -1.3 -0.1 -1.6 0.11
```
Positions in Å, forces in eV/Å.

## Properties
- Orbital gap: 0.323 hartree
- LUMO energy: 0.968 eV
- Energy relative to the best compared isomer or geometry (same formula, charge and spin): 121.8 kcal per mole

Question: The lowest energy relative to the best compared isomer or geometry (same formula, charge and spin) belongs to which entry?
Answer: number 1